[1]
DFT (ωB97M-V with the def2-TZVPD basis set) results for the molecule C3H4O5.

As for the energy relative to the best compared isomer or geometry (same formula, charge and spin): 315.5 kJ/mol. The multiplicity is 1. The HOMO-LUMO gap is 10.38 eV. As for the SMILES: O=C(O)C(O)C(=O)O. As for the charge: 0. The value obtained for the HOMO energy is -0.397 hartree.

Cartesian coordinates (Å):
C1 -0.046 -0.282 -0.723
C2 1.416 0.150 -0.075
C3 -1.307 0.204 -0.013
H1 -0.459 -2.007 0.088
H2 0.223 0.012 -1.876
H3 2.374 0.255 1.108
H4 -2.170 1.830 0.799
O1 -0.260 -1.672 -0.869
O2 1.672 -0.597 1.044
O3 1.964 1.232 -0.305
O4 -1.718 1.514 -0.123
O5 -1.689 -0.640 0.945

=====

[2]
DFT (ωB97M-V with the def2-TZVPD basis set) results for a structure of composition C25H43NO2RuS4Sb.

As for the energy relative to the best compared isomer or geometry (same formula, charge and spin): 172.7 kJ/mol. The multiplicity is 2. The HOMO-LUMO gap (alpha / beta) is 7.53 / 6.20 eV. As for the charge: +2. The value obtained for the HOMO energy (alpha / beta) is -0.507 / -0.504 hartree.

Cartesian coordinates (Å):
Ru1 1.441 0.272 0.582
C1 1.441 2.209 3.578
C2 0.913 3.063 2.441
S1 1.582 2.730 0.803
C3 3.340 3.140 0.886
C4 4.244 2.160 1.616
S2 3.960 0.461 1.039
C5 4.062 -0.511 2.550
C6 3.109 -0.128 3.676
S3 1.446 0.432 3.166
H1 0.781 2.331 4.437
H2 2.442 2.496 3.891
H3 1.059 4.123 2.657
H4 -0.158 2.897 2.308
H5 3.419 4.141 1.312
H6 3.626 3.200 -0.166
H7 4.125 2.194 2.695
H8 5.280 2.404 1.382
H9 5.091 -0.489 2.910
H10 3.854 -1.521 2.201
H11 3.513 0.637 4.337
H12 2.940 -1.016 4.286
O1 -0.462 1.380 -7.812
C7 -0.289 0.274 -7.075
O2 -0.685 -0.787 -7.457
C8 0.407 0.412 -5.744
C9 0.542 1.612 -5.057
C10 1.102 1.637 -3.788
C11 1.527 0.447 -3.209
S4 2.154 0.465 -1.559
C12 1.440 -0.753 -3.907
C13 0.874 -0.765 -5.166
H13 -0.027 2.152 -7.435
H14 0.186 2.547 -5.475
H15 1.196 2.571 -3.250
H16 1.806 -1.670 -3.461
H17 0.760 -1.689 -5.718
C14 -3.100 2.723 0.919
C15 -3.066 1.429 0.107
C16 -4.350 0.631 0.275
Sb1 -1.330 0.233 0.612
C17 -1.697 -0.873 2.444
C18 -1.948 0.134 3.568
C19 -2.811 -1.911 2.407
C20 -1.365 -1.149 -1.092
C21 -1.361 -0.257 -2.331
C22 -2.507 -2.156 -1.216
H18 -3.930 3.346 0.580
H19 -2.185 3.307 0.802
H20 -3.257 2.524 1.980
H21 -2.885 1.666 -0.941
H22 -4.593 0.496 1.330
H23 -4.324 -0.345 -0.202
H24 -5.167 1.197 -0.178
H25 -0.735 -1.370 2.589
H26 -2.935 0.588 3.468
H27 -1.208 0.937 3.600
H28 -1.922 -0.369 4.537
H29 -3.787 -1.457 2.244
H30 -2.852 -2.424 3.372
H31 -2.654 -2.669 1.643
H32 -0.420 -1.685 -0.975
H33 -2.349 0.179 -2.484
H34 -1.126 -0.841 -3.223
H35 -0.640 0.559 -2.269
H36 -3.454 -1.660 -1.417
H37 -2.629 -2.787 -0.339
H38 -2.313 -2.813 -2.068
C23 -0.082 -4.801 0.491
C24 1.380 -4.392 0.716
C25 1.509 -2.946 0.817
N1 1.580 -1.806 0.914
H39 -0.145 -5.887 0.475
H40 -0.453 -4.421 -0.460
H41 -0.720 -4.432 1.293
H42 2.018 -4.728 -0.103
H43 1.774 -4.826 1.638

=====

[3]
DFT (ωB97M-V with the def2-TZVPD basis set) results for the ion C5H11N4 with charge +1.

As for the energy relative to the best compared isomer or geometry (same formula, charge and spin): 528.1 kJ/mol. The multiplicity is 1. The HOMO-LUMO gap is 8.47 eV. As for the SMILES: CC/N=N/C(C)=[N+]=NC. As for the charge: +1. The value obtained for the HOMO energy is -0.504 hartree.

Cartesian coordinates (Å):
C1 1.624 0.457 1.033
C2 2.478 0.700 2.200
C3 -2.663 -1.225 -0.145
C4 0.044 1.412 -2.043
C5 -1.121 -1.526 -0.253
N1 0.634 -0.494 1.173
N2 1.506 1.091 -0.100
N3 -0.262 -0.554 0.289
N4 0.674 0.797 -0.940
H1 2.402 1.845 2.551
H2 2.274 0.114 3.003
H3 3.616 0.538 1.925
H4 -2.984 -1.634 0.833
H5 -3.188 -1.724 -0.978
H6 -2.818 -0.214 -0.279
H7 0.134 2.443 -1.993
H8 0.443 1.018 -3.001
H9 -1.027 0.973 -2.127
H10 -0.846 -1.529 -1.298
H11 -0.919 -2.488 0.151

=====

[4]
DFT (ωB97M-V with the def2-TZVPD basis set) results for the molecule C29H17N5O6.

The multiplicity is 1. The HOMO-LUMO gap is 7.02 eV. As for the SMILES: O=C1/C(=N/c2cccc(OC(=O)c3ccccc3[N+](=O)[O-])c2)C(n2nnc3ccccc32)=C(O)c2ccccc21. As for the charge: 0. The value obtained for the HOMO energy is -0.300 hartree.

Cartesian coordinates (Å):
O1 2.947 -2.271 -2.829
C1 2.198 -2.932 -2.147
C2 2.091 -4.399 -2.259
C3 3.004 -5.084 -3.055
C4 2.940 -6.459 -3.174
C5 1.950 -7.164 -2.504
C6 1.026 -6.497 -1.722
C7 1.084 -5.111 -1.587
C8 0.081 -4.405 -0.807
C9 0.144 -3.045 -0.673
N1 -0.893 -2.367 -0.016
C10 -1.431 -1.137 -0.269
C11 -1.224 -0.165 -1.240
C12 -2.005 0.964 -1.154
C13 -2.963 1.131 -0.143
C14 -3.196 0.166 0.806
C15 -2.425 -0.995 0.731
N2 -2.436 -2.134 1.473
N3 -1.550 -2.923 1.027
H1 -3.935 0.284 1.580
H2 -3.530 2.048 -0.117
H3 -1.867 1.755 -1.873
H4 -0.487 -0.290 -2.018
C16 1.327 -2.311 -1.091
N4 1.754 -1.207 -0.613
C17 1.283 -0.536 0.479
C18 1.086 -1.163 1.717
C19 0.639 -0.438 2.801
C20 0.370 0.916 2.686
C21 0.606 1.541 1.470
C22 1.083 0.844 0.378
H5 1.248 1.347 -0.560
O2 0.418 2.916 1.314
C23 -0.762 3.459 1.623
O3 -1.719 2.881 2.057
C24 -0.703 4.948 1.441
C25 -1.105 5.755 2.498
C26 -0.995 7.133 2.411
C27 -0.473 7.724 1.271
C28 -0.083 6.936 0.203
C29 -0.210 5.556 0.287
N5 0.115 4.772 -0.880
O4 0.973 5.200 -1.616
O5 -0.522 3.758 -1.064
H6 0.307 7.369 -0.706
H7 -0.379 8.797 1.208
H8 -1.313 7.747 3.240
H9 -1.499 5.287 3.387
H10 -0.009 1.478 3.524
H11 0.476 -0.936 3.744
H12 1.298 -2.219 1.815
O6 -0.878 -5.154 -0.252
H13 -1.426 -4.600 0.350
H14 0.245 -7.036 -1.208
H15 1.897 -8.239 -2.595
H16 3.660 -6.984 -3.784
H17 3.764 -4.511 -3.565

=====

[5]
DFT (ωB97M-V with the def2-TZVPD basis set) results for a structure of composition C3H7N5.

As for the energy relative to the best compared isomer or geometry (same formula, charge and spin): 469.1 kJ/mol. The multiplicity is 1. The HOMO-LUMO gap is 9.10 eV. As for the charge: 0. The value obtained for the HOMO energy is -0.329 hartree.

Cartesian coordinates (Å):
C1 1.219 0.697 -0.074
C2 0.782 -0.644 -0.182
C3 -1.920 -0.512 0.245
H1 -0.287 0.814 -1.188
H2 0.070 2.774 -0.484
H3 2.075 0.058 1.450
H4 2.745 -1.346 -0.762
H5 -0.707 -2.166 0.252
H6 -2.400 -1.359 0.634
H7 -3.010 1.062 0.334
N1 0.564 1.554 -0.842
N2 1.951 0.985 1.035
N3 1.670 -1.587 -0.454
N4 -0.603 -1.085 0.049
N5 -2.150 0.755 -0.013

=====

[6]
DFT (ωB97M-V with the def2-TZVPD basis set) results for a structure of composition C34H51Br2N11OTi.

As for the energy relative to the best compared isomer or geometry (same formula, charge and spin): 60.4 kJ/mol. The multiplicity is 1. The HOMO-LUMO gap is 6.18 eV. As for the charge: +4. The value obtained for the HOMO energy is -0.674 hartree.

Cartesian coordinates (Å):
Ti1 -0.281 0.274 -0.266
Br1 2.046 -2.724 1.712
C1 3.058 -2.522 0.094
Br2 2.210 -1.356 -1.223
H1 3.157 -3.489 -0.374
H2 4.023 -2.100 0.325
C2 -0.469 1.393 3.884
N1 0.952 1.461 3.513
C3 1.824 2.014 4.576
C4 1.384 1.178 2.300
N2 0.478 1.270 1.214
C5 -0.184 2.524 1.026
C6 0.408 3.747 1.371
C7 -0.252 4.925 1.115
C8 -1.496 4.914 0.460
C9 -2.070 3.725 0.079
C10 -1.438 2.512 0.385
N3 -1.947 1.238 0.010
C11 -3.316 0.999 -0.089
N4 -4.146 1.457 0.827
C12 -3.730 1.772 2.203
C13 -5.554 1.796 0.526
N5 -3.764 0.289 -1.120
C14 -3.147 0.350 -2.449
C15 -4.924 -0.610 -1.020
N6 2.633 0.807 2.059
C16 3.367 1.279 0.869
C17 3.475 0.134 3.063
H3 -0.932 2.379 3.832
H4 -0.540 1.030 4.906
H5 -0.991 0.705 3.234
H6 1.286 2.838 5.040
H7 2.748 2.402 4.158
H8 2.044 1.274 5.342
H9 1.383 3.767 1.850
H10 0.196 5.868 1.413
H11 -2.006 5.849 0.249
H12 -3.025 3.723 -0.439
H13 -2.815 1.245 2.449
H14 -4.516 1.443 2.881
H15 -3.585 2.845 2.334
H16 -5.713 1.865 -0.545
H17 -5.760 2.768 0.970
H18 -6.241 1.071 0.959
H19 -2.477 1.195 -2.520
H20 -3.934 0.478 -3.189
H21 -2.617 -0.575 -2.680
H22 -5.797 -0.211 -1.534
H23 -5.169 -0.803 0.021
H24 -4.651 -1.552 -1.495
H25 2.699 1.474 0.045
H26 4.090 0.524 0.570
H27 3.918 2.190 1.109
H28 2.866 -0.290 3.855
H29 4.227 0.802 3.481
H30 3.991 -0.684 2.562
C18 0.021 -0.837 -4.228
N7 0.184 0.625 -4.236
C19 0.272 1.241 -5.590
C20 0.013 2.726 -5.505
C21 0.932 3.308 -4.456
N8 0.730 2.602 -3.165
C22 1.004 3.389 -1.959
C23 0.359 1.340 -3.143
O1 0.146 0.742 -1.958
H31 -1.007 -1.118 -4.454
H32 0.332 -1.259 -3.281
H33 0.663 -1.253 -5.001
H34 -0.467 0.744 -6.216
H35 1.258 1.030 -6.005
H36 -1.030 2.914 -5.236
H37 0.196 3.195 -6.471
H38 0.728 4.362 -4.284
H39 1.979 3.212 -4.751
H40 0.181 4.070 -1.742
H41 1.904 3.973 -2.133
H42 1.177 2.750 -1.109
C24 -2.555 -2.771 1.508
C25 -1.716 -1.717 1.293
N9 -1.133 -1.511 0.083
C26 -1.369 -2.391 -0.913
C27 -2.227 -3.467 -0.786
C28 -2.837 -3.642 0.454
C29 -2.537 -4.331 -1.949
C30 -1.661 -4.942 -2.743
C31 -0.196 -5.033 -2.526
C32 0.620 -5.651 -3.454
C33 1.973 -5.754 -3.144
N10 2.460 -5.334 -1.976
C34 1.578 -4.791 -1.139
N11 0.287 -4.564 -1.365
H43 -2.998 -2.914 2.486
H44 -1.471 -1.025 2.084
H45 -0.861 -2.227 -1.850
H46 -3.510 -4.481 0.605
H47 -3.598 -4.496 -2.131
H48 -2.050 -5.528 -3.571
H49 0.222 -6.048 -4.381
H50 2.680 -6.190 -3.840
H51 1.951 -4.512 -0.155

=====

For reference, max |F| by record: 7.19; 3.08; 6.34; 1.53; 7.24; 1.11 eV Å⁻¹.